Entry 1:
{"formula": "C28H32Cl2N2O6TeTl", "method": "ωB97M-V/def2-TZVPD", "species": ["Tl", "O", "C", "O", "C", "C", "C", "C", "C", "N", "C", "O", "O", "H", "H", "H", "H", "H", "Cl", "C", "Cl", "H", "H", "C", "C", "O", "N", "Te", "C", "C", "C", "C", "C", "C", "C", "C", "C", "C", "C", "C", "C", "C", "C", "C", "C", "C", "H", "H", "H", "H", "H", "H", "H", "H", "H", "H", "H", "H", "H", "H", "H", "H", "H", "H", "H", "H", "H", "H", "H", "H", "H", "O"], "positions_angstrom": [[0.103780, 0.226963, 0.306893], [1.938235, 4.495535, -1.010438], [1.205915, 3.403502, -0.546307], [1.699476, 2.308478, -0.684919], [-0.041677, 3.780661, 0.056960], [-0.406576, 5.149790, 0.162905], [-1.571221, 5.503024, 0.774815], [-2.407551, 4.483720, 1.277551], [-1.994671, 3.163280, 1.099839], [-0.859585, 2.788971, 0.532006], [-2.869790, 2.001756, 1.538897], [-4.077019, 2.312517, 2.082787], [-2.562480, 0.856825, 1.406786], [2.723059, 4.064168, -1.375745], [0.262314, 5.893701, -0.245318], [-1.856206, 6.544568, 0.871640], [-3.330528, 4.758272, 1.778102], [-4.191826, 3.274965, 2.073655], [1.814954, -0.745192, -2.754232], [2.468860, -2.272531, -2.174725], [2.110123, -2.531495, -0.459570], [3.546786, -2.255216, -2.289057], [2.018592, -3.089777, -2.728132], [-2.688321, -0.385707, -2.948694], [-1.503840, 0.075407, -2.084931], [-0.964055, 1.161702, -2.410157], [-1.180073, -0.717824, -1.078469], [-2.568266, -2.633530, 0.147684], [-3.610870, -4.145860, 1.310379], [-3.723200, -3.989546, 2.699040], [-3.093455, -2.851375, 3.469757], [-4.438037, -4.923141, 3.457351], [-5.065974, -6.008743, 2.882092], [-5.825919, -7.010411, 3.712890], [-4.986417, -6.145069, 1.500058], [-4.285628, -5.239107, 0.714502], [-4.314064, -5.443435, -0.776630], [-1.009855, -4.036848, -0.277999], [-0.391423, -4.717642, 0.766633], [-0.535735, -4.340539, 2.218431], [0.486115, -5.767042, 0.475004], [0.813894, -6.113397, -0.820001], [1.781372, -7.230537, -1.113631], [0.255724, -5.367400, -1.849999], [-0.642862, -4.338615, -1.603120], [-1.169580, -3.544180, -2.757586], [-2.866304, 0.344239, -3.736602], [-3.581755, -0.476281, -2.326916], [-2.507939, -1.363610, -3.396527], [-2.531915, -2.162548, 2.843927], [-2.415640, -3.244766, 4.231636], [-3.864891, -2.274932, 3.985797], [-4.494896, -4.785069, 4.534656], [-5.790968, -6.747135, 4.770624], [-5.407556, -8.013719, 3.601905], [-6.875443, -7.059846, 3.412555], [-5.493911, -6.977907, 1.019092], [-5.019528, -6.233850, -1.041498], [-3.332489, -5.717924, -1.159211], [-4.601672, -4.521191, -1.285775], [-1.062344, -3.398893, 2.345108], [0.458393, -4.221053, 2.654384], [-1.066673, -5.113303, 2.780886], [0.958786, -6.292335, 1.300734], [2.131531, -7.697353, -0.192544], [2.654912, -6.859513, -1.655068], [1.318080, -8.004616, -1.730301], [0.522452, -5.592366, -2.879809], [-0.801779, -3.938710, -3.707158], [-0.864144, -2.500560, -2.643099], [-2.262251, -3.546109, -2.766649], [1.102317, 0.201364, 1.939528]], "atomic_forces_ev_per_a": [[-0.674, -0.501, -0.285], [0.177, 0.108, -0.106], [-0.675, 1.067, 0.276], [0.243, -1.255, -0.120], [0.671, 0.043, -0.306], [-0.162, 0.251, 0.082], [0.406, 0.293, -0.236], [-0.417, -0.218, 0.222], [0.120, -0.426, -0.037], [-0.602, 0.010, 0.198], [0.375, 0.255, -0.273], [-0.189, 0.275, 0.096], [-0.124, -0.283, 0.181], [-0.067, 0.058, 0.027], [-0.031, 0.029, 0.017], [0.025, 0.008, -0.018], [0.052, -0.023, -0.021], [0.137, -0.298, -0.053], [-0.012, 0.071, -0.138], [-0.046, -0.052, 0.188], [0.181, -0.020, -0.029], [0.001, -0.030, -0.028], [-0.020, 0.014, -0.040], [-0.054, -0.042, 0.026], [0.169, 0.213, -0.066], [-0.068, -0.110, 0.035], [0.235, 0.247, 0.159], [0.211, 0.534, -0.445], [-0.268, -0.374, 0.180], [0.060, -0.011, -0.012], [-0.125, 0.038, 0.142], [-0.004, 0.012, 0.043], [-0.019, -0.033, 0.023], [0.017, 0.013, -0.017], [0.016, -0.008, -0.019], [-0.026, 0.136, 0.149], [0.036, 0.097, -0.019], [-0.226, 0.051, -0.147], [0.174, -0.093, 0.188], [0.022, -0.036, -0.044], [0.087, 0.063, 0.025], [0.073, -0.063, 0.057], [-0.023, 0.030, -0.009], [-0.029, 0.038, -0.043], [-0.101, -0.041, -0.009], [-0.026, 0.003, -0.015], [0.011, 0.025, -0.008], [-0.020, -0.016, 0.000], [-0.006, 0.018, -0.009], [-0.109, 0.033, 0.029], [-0.032, 0.011, 0.026], [-0.017, 0.010, -0.006], [-0.004, 0.001, -0.001], [-0.002, 0.002, 0.007], [-0.004, -0.010, 0.002], [-0.007, -0.006, 0.000], [-0.005, -0.004, 0.001], [0.012, 0.001, -0.006], [0.172, 0.003, -0.048], [0.022, -0.029, 0.003], [0.193, -0.122, -0.091], [0.011, -0.028, 0.014], [-0.037, 0.018, -0.008], [-0.015, -0.002, 0.010], [0.001, -0.004, 0.009], [0.007, -0.006, -0.003], [0.002, -0.011, -0.009], [0.002, 0.003, -0.005], [0.003, -0.015, -0.006], [-0.003, -0.009, -0.005], [-0.004, 0.001, 0.002], [0.332, 0.096, 0.323]], "total_charge": -2, "e_lumo_ev": [4.0130, 4.0129], "multiplicity": 2}

Entry 2:
{"formula": "C28H32F6N10O5S2Ti", "method": "ωB97M-V/def2-TZVPD", "species": ["Ti", "C", "C", "N", "C", "C", "C", "C", "C", "C", "C", "N", "C", "C", "C", "C", "C", "C", "C", "C", "N", "C", "H", "H", "H", "H", "H", "H", "H", "H", "H", "H", "H", "H", "N", "C", "C", "N", "C", "C", "N", "H", "H", "H", "H", "H", "H", "H", "H", "H", "H", "H", "H", "H", "F", "C", "F", "F", "S", "O", "O", "N", "S", "O", "O", "C", "F", "F", "F", "C", "N", "C", "C", "O", "N", "C", "N", "H", "H", "H", "H", "H", "H", "H"], "positions_angstrom": [[-0.234600, 0.294556, 0.501449], [-1.356792, -0.628696, 4.621772], [-0.971246, 0.098040, 3.517129], [-0.420330, -0.479518, 2.404679], [-0.186722, -1.843236, 2.456587], [-0.580624, -2.649674, 3.547302], [-1.197001, -2.009813, 4.656258], [-0.345495, -4.036366, 3.462124], [0.248260, -4.579790, 2.343975], [0.688257, -3.773682, 1.291292], [0.526645, -2.389158, 1.368075], [0.938779, -1.414185, 0.445435], [2.130143, -1.452096, -0.201949], [3.038294, -2.500798, -0.344314], [4.242691, -2.338274, -1.057156], [4.593264, -1.156381, -1.649119], [3.732667, -0.042636, -1.489813], [4.047039, 1.247264, -1.967402], [3.206894, 2.290353, -1.706967], [2.031895, 2.046476, -0.979630], [1.685419, 0.852235, -0.547419], [2.524607, -0.194018, -0.782629], [-1.788449, -0.099315, 5.461252], [-1.112418, 1.170686, 3.488382], [-1.506831, -2.593801, 5.512341], [-0.656701, -4.671753, 4.282381], [0.382214, -5.652378, 2.276465], [1.113565, -4.235298, 0.413522], [2.846515, -3.451320, 0.122352], [4.908808, -3.189782, -1.129498], [5.527089, -1.041790, -2.183832], [4.971702, 1.397554, -2.512240], [3.431382, 3.299026, -2.023385], [1.382872, 2.873927, -0.726975], [-0.997448, 1.495955, -1.356009], [-2.455692, 1.679721, -1.447168], [-2.988564, 1.958809, -0.053105], [-2.472718, 0.986799, 0.923878], [-3.312845, -0.205661, 1.096987], [-3.117816, -1.161524, -0.069218], [-1.677035, -1.272218, -0.361862], [-0.622291, 1.131870, -2.227165], [-0.563500, 2.398161, -1.184499], [-2.721034, 2.507940, -2.110139], [-2.875278, 0.779731, -1.883023], [-2.667415, 2.950796, 0.266084], [-4.084026, 1.962713, -0.066418], [-2.417233, 1.461433, 1.821932], [-3.000793, -0.689363, 2.023201], [-4.370444, 0.063148, 1.197915], [-3.541803, -2.134326, 0.187013], [-3.641760, -0.817418, -0.959227], [-1.317659, -2.154969, -0.009452], [-1.488655, -1.279676, -1.363841], [1.529010, 2.004874, 4.217636], [2.013826, 2.450671, 3.072488], [3.035516, 3.262744, 3.317525], [2.452907, 1.418118, 2.347689], [0.731672, 3.359058, 2.064358], [0.016008, 2.321534, 1.309026], [1.481781, 4.270647, 1.255399], [-0.149725, 3.971663, 3.180537], [-1.690187, 4.260018, 2.935912], [-1.961890, 4.998638, 1.735294], [-2.513239, 3.113746, 3.221768], [-1.955823, 5.421228, 4.341884], [-3.239890, 5.777374, 4.351490], [-1.207154, 6.508236, 4.198472], [-1.660954, 4.835876, 5.497006], [1.262970, -2.369756, -6.342631], [0.420714, -1.782342, -5.327348], [-0.936930, -1.324072, -5.529754], [-1.358576, -1.008071, -4.090099], [-2.452785, -0.592562, -3.767311], [-0.308662, -1.260745, -3.246710], [0.678920, -1.731523, -4.003580], [1.836097, -2.155803, -3.497324], [0.638988, -2.710982, -7.166286], [1.787497, -3.241232, -5.947616], [1.993148, -1.659568, -6.737429], [-1.573344, -2.096544, -5.965116], [-0.994414, -0.425320, -6.146623], [1.980550, -2.097353, -2.497500], [2.636196, -2.326798, -4.077466]], "atomic_forces_ev_per_a": [[-0.899, 0.204, -0.013], [-0.005, -0.019, 0.002], [-0.027, 0.003, -0.051], [0.189, 0.011, 0.088], [0.147, 0.023, 0.144], [-0.121, -0.009, -0.121], [0.010, 0.011, 0.003], [-0.013, -0.024, 0.008], [-0.016, -0.015, 0.004], [-0.039, 0.052, 0.026], [0.095, -0.027, -0.125], [0.251, -0.139, 0.129], [-0.023, -0.082, -0.023], [-0.031, 0.013, 0.025], [0.011, 0.018, -0.013], [-0.001, -0.035, 0.021], [-0.045, -0.011, 0.025], [0.019, 0.011, -0.014], [-0.005, 0.009, 0.004], [-0.029, -0.001, -0.024], [0.181, 0.034, -0.067], [0.045, 0.042, -0.055], [-0.004, 0.001, -0.003], [0.035, -0.029, 0.019], [0.000, -0.001, 0.001], [0.000, 0.001, 0.000], [0.002, 0.000, -0.003], [0.014, -0.009, -0.002], [0.009, -0.012, 0.003], [-0.001, -0.001, 0.000], [0.000, -0.001, -0.004], [-0.003, 0.000, -0.001], [0.003, -0.003, -0.006], [0.013, -0.009, 0.005], [0.084, 0.073, 0.051], [0.034, 0.038, 0.039], [-0.019, -0.034, -0.009], [0.080, -0.045, 0.041], [0.002, 0.006, -0.026], [0.013, -0.018, 0.025], [0.048, -0.002, -0.137], [-0.016, -0.068, 0.032], [-0.015, 0.012, -0.100], [-0.005, 0.001, -0.002], [0.000, -0.015, -0.026], [0.031, 0.033, 0.031], [-0.001, 0.017, 0.009], [-0.022, 0.019, 0.022], [0.004, 0.002, 0.006], [-0.004, -0.003, 0.000], [-0.008, -0.003, -0.009], [0.003, 0.015, -0.002], [0.022, 0.047, 0.047], [-0.036, -0.051, 0.006], [-0.039, -0.044, -0.048], [-0.056, 0.008, -0.064], [-0.026, 0.026, 0.027], [0.003, 0.052, 0.018], [-0.024, -0.082, 0.060], [0.127, 0.031, 0.116], [0.000, -0.028, -0.019], [0.111, 0.065, -0.060], [-0.016, -0.024, -0.027], [0.006, -0.039, 0.027], [-0.066, 0.029, -0.022], [-0.005, -0.016, -0.037], [0.016, -0.012, -0.009], [-0.003, 0.003, 0.006], [0.002, -0.004, 0.025], [-0.002, 0.002, 0.009], [0.000, -0.023, -0.003], [-0.004, 0.053, 0.002], [0.047, -0.056, -0.013], [-0.017, 0.033, 0.000], [0.007, 0.004, 0.066], [-0.017, -0.012, -0.033], [0.005, 0.024, 0.016], [-0.004, 0.007, -0.001], [0.001, -0.001, -0.001], [0.005, 0.004, 0.001], [-0.009, -0.005, 0.013], [-0.001, -0.007, -0.017], [0.008, -0.001, -0.011], [-0.005, -0.019, -0.001]], "total_charge": 0, "e_lumo_ev": [-0.4374, -0.3013], "multiplicity": 3}

Entry 3:
{"formula": "C28H32N8PdS2", "method": "ωB97M-V/def2-TZVPD", "species": ["Pd", "C", "C", "C", "N", "C", "C", "C", "C", "C", "C", "C", "N", "C", "C", "C", "N", "C", "C", "C", "C", "C", "C", "C", "N", "C", "C", "H", "H", "H", "H", "H", "H", "H", "H", "H", "H", "H", "H", "H", "H", "H", "H", "H", "H", "H", "H", "H", "H", "H", "H", "H", "H", "N", "C", "N", "C", "C", "S", "C", "C", "S", "C", "N", "N", "H", "H", "H", "H", "H", "H"], "positions_angstrom": [[-0.159570, 0.450094, 0.418873], [1.703392, -3.204740, 0.490972], [2.180392, -2.518027, -0.778907], [1.087276, -1.666538, -1.456030], [1.043205, -0.255888, -1.093757], [1.751285, 0.671927, -1.750059], [2.724887, 0.319169, -2.694155], [3.554983, 1.108278, -3.480746], [3.764977, 2.475120, -3.465662], [3.108821, 3.396246, -2.668389], [2.025367, 3.197402, -1.827870], [1.353496, 2.026658, -1.460995], [0.213436, 2.067404, -0.781821], [-0.692717, 3.186323, -0.809171], [-2.102981, 2.663784, -0.663439], [-2.340228, 1.339357, -1.381560], [-1.879095, 0.198061, -0.600278], [-2.367520, -1.058637, -0.701109], [-3.342721, -1.354866, -1.642803], [-4.163247, -2.474864, -1.813343], [-4.168586, -3.661063, -1.132528], [-3.262478, -4.035735, -0.138988], [-2.232903, -3.324257, 0.426341], [-1.804241, -1.982374, 0.267010], [-0.821452, -1.464840, 0.984206], [-0.042004, -2.161669, 2.006854], [1.421648, -2.203198, 1.621628], [2.454229, -3.924401, 0.817056], [0.808072, -3.785300, 0.244526], [2.488513, -3.278267, -1.499775], [3.058456, -1.905338, -0.557569], [0.109704, -2.084519, -1.226096], [1.192454, -1.735378, -2.541500], [2.849042, -0.744750, -2.843518], [4.162270, 0.553695, -4.187077], [4.521657, 2.858394, -4.137510], [3.459675, 4.419244, -2.738951], [1.630622, 4.089034, -1.355408], [-0.580923, 3.718731, -1.757481], [-0.501116, 3.904547, -0.003724], [-2.795694, 3.404616, -1.062167], [-2.333268, 2.540596, 0.390290], [-1.880671, 1.331882, -2.376065], [-3.421386, 1.260234, -1.516760], [-3.536979, -0.553320, -2.342421], [-4.899368, -2.385104, -2.603834], [-4.914086, -4.389222, -1.423664], [-3.375803, -5.044853, 0.240291], [-1.669828, -3.883774, 1.157220], [-0.378677, -3.179139, 2.189172], [-0.166590, -1.610149, 2.943541], [2.017435, -2.430190, 2.506803], [1.706042, -1.208081, 1.292416], [3.547549, 0.570338, 0.767838], [2.784047, 0.947302, 1.808661], [1.466853, 1.067307, 1.796607], [0.987688, 1.403320, 3.060122], [1.926563, 1.522459, 4.012460], [3.489784, 1.237106, 3.355067], [-0.443702, 1.561373, 3.217301], [-1.101949, 2.042139, 4.285114], [-2.804017, 1.950839, 4.036568], [-2.536038, 1.262244, 2.477193], [-1.259181, 1.142224, 2.171191], [-3.560452, 0.927359, 1.673968], [3.147660, 0.578886, -0.153283], [4.547102, 0.666116, 0.836612], [1.796612, 1.741816, 5.059195], [-0.694807, 2.437015, 5.201016], [-4.492242, 0.900981, 2.052600], [-3.358681, 0.368863, 0.859697]], "atomic_forces_ev_per_a": [[-1.171, -0.422, -1.557], [0.175, 0.083, 0.042], [-0.123, 0.016, -0.204], [0.007, -0.114, -0.024], [-0.351, 0.102, 1.090], [0.143, -0.274, -0.440], [-0.017, -0.162, 0.034], [0.069, 0.079, 0.060], [0.084, -0.059, -0.084], [-0.197, -0.013, -0.032], [0.079, 0.182, 0.035], [-0.017, 0.149, -0.009], [-0.234, -0.090, 0.990], [0.252, 0.324, 0.388], [-0.263, 0.023, -0.114], [0.019, -0.006, -0.174], [0.853, 0.506, 0.598], [-0.167, -0.256, -0.484], [0.069, 0.215, -0.061], [-0.089, -0.078, 0.004], [-0.076, -0.035, -0.121], [0.108, 0.115, 0.027], [-0.054, -0.133, 0.147], [0.090, -0.060, 0.149], [0.833, 0.355, 0.306], [-0.043, 0.348, 0.234], [-0.012, -0.275, -0.087], [-0.002, -0.028, -0.047], [-0.003, -0.007, 0.099], [0.051, 0.024, -0.014], [0.010, -0.002, -0.083], [0.042, -0.101, -0.105], [-0.095, 0.096, -0.012], [-0.019, 0.030, -0.101], [0.024, -0.032, 0.050], [0.024, -0.005, 0.030], [-0.060, 0.018, -0.011], [0.031, 0.022, -0.041], [0.074, -0.105, -0.061], [0.110, 0.061, -0.055], [-0.035, 0.010, 0.048], [-0.131, 0.079, -0.067], [-0.057, 0.083, -0.031], [0.001, -0.217, 0.046], [-0.028, -0.071, -0.050], [0.029, 0.066, -0.010], [0.028, -0.031, 0.027], [0.026, -0.001, -0.002], [-0.072, -0.016, 0.027], [-0.171, 0.067, 0.029], [-0.061, 0.007, 0.023], [-0.019, -0.029, 0.014], [0.168, -0.095, 0.092], [-0.043, 0.075, 0.147], [-0.028, 0.036, 0.105], [-0.146, -0.456, -0.397], [0.073, -0.017, -0.085], [0.112, 0.022, 0.162], [0.008, 0.039, -0.054], [-0.128, 0.079, 0.031], [-0.082, 0.037, 0.131], [0.038, -0.037, -0.047], [-0.142, -0.089, 0.037], [0.487, -0.006, -0.612], [-0.081, -0.068, 0.174], [0.100, -0.034, -0.061], [-0.003, -0.020, -0.023], [0.009, 0.037, -0.027], [-0.021, -0.007, -0.012], [-0.001, 0.012, -0.009], [0.017, 0.056, 0.029]], "total_charge": 2, "e_lumo_ev": [-7.0242, -7.0246], "multiplicity": 1}

| no. | calculated total energy (eV) | strongest force on any atom (eV Å⁻¹) |
| --- | --- | --- |
| 1 | -81850.4894 | 1.29 |
| 2 | -115789.4595 | 0.92 |
| 3 | -66611.1006 | 1.99 |